(1)
Molecular formula: C32H95N7O12
Method: DFT, ωB97M-V with the def2-TZVPD basis set

Each line ends with the Löwdin charge.
CARTESIAN COORDINATES (ANGSTROEM)
O (-1.481, 2.168, -3.260)  -0.04
H (-2.052, 2.783, -3.707)  0.02
H (-0.635, 2.630, -3.271)  0.02
C (3.387, 4.853, -4.892)  -0.07
C (2.204, 4.016, -4.429)  -0.44
C (1.723, 4.506, -3.020)  -0.19
O (0.787, 3.611, -2.450)  -0.25
C (0.585, 3.649, -1.012)  -0.04
N (1.222, 3.959, -5.504)  0.05
H (3.721, 4.421, -5.867)  0.09
H (4.182, 4.813, -4.229)  0.04
H (3.089, 5.910, -5.077)  0.09
H (2.454, 2.967, -4.285)  0.11
H (1.287, 5.530, -3.165)  0.13
H (2.550, 4.623, -2.262)  0.13
H (-0.096, 2.808, -0.785)  0.08
H (0.146, 4.621, -0.734)  0.10
H (1.506, 3.478, -0.453)  0.06
H (0.605, 4.771, -5.588)  0.08
H (0.663, 3.131, -5.444)  0.04
C (-3.010, -4.719, 0.584)  -0.07
C (-4.145, -4.075, 1.408)  -0.43
C (-3.676, -2.726, 1.938)  -0.22
O (-4.700, -2.158, 2.747)  -0.20
C (-4.365, -0.885, 3.292)  -0.09
N (-5.375, -3.853, 0.582)  0.04
H (-3.429, -5.683, 0.229)  0.07
H (-2.129, -4.936, 1.214)  0.08
H (-2.811, -4.118, -0.360)  0.09
H (-4.397, -4.702, 2.298)  0.14
H (-3.534, -2.128, 1.022)  0.10
H (-2.745, -2.708, 2.458)  0.11
H (-5.285, -0.453, 3.756)  0.10
H (-4.042, -0.185, 2.467)  0.07
H (-3.519, -0.944, 3.979)  0.07
H (-5.971, -3.286, 1.196)  0.07
H (-5.854, -4.705, 0.410)  0.05
C (-1.069, -0.053, 6.650)  -0.06
C (-0.562, 1.149, 5.857)  -0.47
C (-1.393, 1.249, 4.580)  -0.22
O (-1.214, 2.507, 3.938)  -0.21
C (-0.064, 2.457, 3.092)  -0.10
N (-0.772, 2.326, 6.659)  0.04
H (-0.920, 0.170, 7.743)  0.08
H (-0.523, -0.980, 6.419)  0.07
H (-2.185, -0.255, 6.588)  0.09
H (0.433, 0.992, 5.537)  0.10
H (-2.505, 1.255, 4.800)  0.14
H (-1.077, 0.418, 3.920)  0.11
H (-0.260, 1.688, 2.348)  0.05
H (0.922, 2.203, 3.573)  0.10
H (-0.003, 3.487, 2.740)  0.09
H (-0.556, 3.176, 6.095)  0.09
H (-0.100, 2.343, 7.397)  0.06
C (2.406, -0.627, -2.787)  -0.03
C (2.313, -0.586, -4.333)  -0.43
C (1.829, -1.959, -4.718)  -0.22
O (2.864, -2.906, -4.620)  -0.21
C (3.557, -3.139, -5.794)  -0.12
N (1.468, 0.498, -4.793)  0.06
H (3.035, 0.225, -2.385)  0.09
H (2.714, -1.598, -2.408)  0.05
H (1.367, -0.474, -2.424)  0.07
H (3.306, -0.458, -4.759)  0.13
H (1.377, -1.978, -5.704)  0.12
H (1.099, -2.315, -4.007)  0.12
H (4.253, -3.959, -5.708)  0.08
H (4.038, -2.233, -6.164)  0.09
H (2.767, -3.478, -6.498)  0.10
H (0.649, 0.518, -4.154)  0.06
H (1.112, 0.216, -5.727)  0.09
C (6.298, -4.188, 0.503)  -0.07
C (4.790, -3.958, 0.746)  -0.44
C (4.057, -4.146, -0.602)  -0.19
O (2.665, -4.047, -0.333)  -0.21
C (1.863, -4.316, -1.505)  -0.07
N (4.376, -4.814, 1.845)  0.03
H (6.784, -3.922, 1.474)  0.09
H (6.753, -3.597, -0.251)  0.05
H (6.657, -5.236, 0.227)  0.10
H (4.627, -2.970, 1.069)  0.11
H (4.354, -5.106, -0.988)  0.13
H (4.309, -3.315, -1.184)  0.11
H (1.978, -5.388, -1.664)  0.09
H (2.329, -3.932, -2.368)  0.04
H (0.833, -4.066, -1.342)  0.08
H (3.378, -5.092, 1.776)  0.08
H (4.948, -5.669, 1.891)  0.07
C (-4.232, 0.391, -0.479)  -0.02
C (-3.589, 1.781, -0.431)  -0.45
C (-4.675, 2.745, -0.477)  -0.20
O (-4.206, 4.111, -0.401)  -0.22
C (-4.972, 5.053, 0.351)  -0.10
N (-2.640, 1.833, 0.657)  0.06
H (-5.060, 0.409, -1.148)  0.07
H (-4.651, 0.150, 0.526)  0.08
H (-3.491, -0.317, -0.754)  0.04
H (-2.941, 1.995, -1.276)  0.13
H (-5.267, 2.609, 0.447)  0.13
H (-5.294, 2.596, -1.381)  0.13
H (-4.347, 5.952, 0.484)  0.09
H (-5.255, 4.654, 1.326)  0.08
H (-5.919, 5.384, -0.159)  0.09
H (-2.157, 2.749, 0.629)  0.10
H (-3.089, 1.764, 1.628)  0.13
C (0.996, -2.646, 3.641)  -0.06
C (1.596, -1.271, 3.638)  -0.43
C (2.948, -1.228, 4.264)  -0.22
O (2.802, -1.776, 5.572)  -0.18
C (4.033, -2.257, 6.026)  -0.13
N (1.761, -0.857, 2.205)  0.05
H (0.785, -2.920, 4.716)  0.09
H (1.674, -3.378, 3.202)  0.08
H (-0.003, -2.660, 3.188)  0.07
H (0.919, -0.580, 4.165)  0.11
H (3.276, -0.149, 4.185)  0.14
H (3.650, -1.776, 3.655)  0.11
H (4.800, -1.477, 6.202)  0.09
H (4.413, -3.002, 5.337)  0.08
H (3.830, -2.741, 6.996)  0.09
H (0.754, -0.691, 1.895)  0.05
H (2.141, -1.643, 1.642)  0.08
C (-2.949, -0.732, -4.072)  -0.13
O (-1.559, -0.555, -3.782)  -0.16
H (-3.534, -1.173, -3.279)  0.07
H (-3.284, 0.302, -4.285)  0.08
H (-2.979, -1.267, -4.972)  0.06
H (-1.566, 0.374, -3.527)  -0.01
C (3.706, 2.313, 0.875)  -0.14
O (2.513, 2.137, 1.677)  -0.18
H (3.567, 1.869, -0.073)  0.04
H (3.901, 3.426, 0.756)  0.10
H (4.562, 1.881, 1.368)  0.06
H (2.204, 1.205, 1.622)  0.04
C (-0.852, -0.959, -0.109)  -0.15
O (-0.666, -0.075, 0.959)  -0.19
H (-1.857, -1.408, -0.274)  0.06
H (-0.675, -0.362, -0.986)  0.06
H (-0.113, -1.838, -0.100)  0.10
H (-1.264, 0.658, 0.791)  0.00
C (-3.935, 5.065, -3.727)  -0.12
O (-3.707, 3.802, -4.365)  -0.12
H (-4.142, 4.982, -2.653)  0.07
H (-3.088, 5.725, -3.909)  0.09
H (-4.752, 5.550, -4.111)  0.04
H (-4.290, 3.173, -3.925)  0.07

As for the LUMO energy: 0.48 eV. As for the SMILES: COC[C@H](C)N.COC[C@H](C)N.COC[C@H](C)N.COC[C@H](C)N.COC[C@H](C)N.COC[C@H](C)N.COC[C@H](C)N.CO.CO.CO.CO.O. Its molar mass is 770.1 g/mol. The energy above the lowest of the compared OMol25 structures with the same formula, charge and spin comes out at 0.577 eV. The net charge is 0.

(2)
Molecular formula: C37H87FGaN4O13
Method: DFT, ωB97M-V with the def2-TZVPD basis set

Each line ends with the Löwdin charge.
CARTESIAN COORDINATES (ANGSTROEM)
C (4.855, 1.031, 5.434)  -0.09
C (5.322, 2.285, 4.532)  -0.27
O (5.716, 1.917, 3.196)  -0.20
C (4.565, 1.624, 2.364)  -0.20
C (3.936, 3.035, 1.838)  -0.16
C (2.359, 2.942, 1.580)  -0.21
C (1.476, 2.930, 2.948)  -0.24
C (0.775, 1.485, 3.073)  -0.25
Ga (-1.261, 1.452, 2.761)  0.44
C (-1.820, -0.461, 2.117)  -0.26
C (-1.344, -1.628, 3.110)  -0.28
C (0.177, -2.097, 2.921)  -0.20
C (0.722, -2.039, 1.416)  -0.20
N (1.923, -2.955, 1.331)  -0.02
C (3.170, -2.262, 1.685)  -0.38
C (3.852, -2.289, 3.141)  -0.01
O (3.776, -1.629, 0.762)  -0.01
C (-1.956, 2.760, 1.315)  -0.13
C (-0.843, 3.553, 0.524)  -0.38
O (-0.469, 4.711, 0.855)  0.00
F (-0.153, 2.984, -0.614)  -0.03
C (-2.341, 1.904, 4.504)  -0.17
C (-3.880, 1.404, 4.430)  -0.69
N (-4.044, -0.065, 4.561)  0.06
N (-4.578, 2.013, 5.636)  0.01
N (-4.623, 1.902, 3.236)  0.05
H (4.252, 0.248, 4.856)  0.05
H (4.146, 1.450, 6.245)  0.08
H (5.762, 0.491, 5.872)  0.07
H (4.459, 3.049, 4.559)  0.10
H (6.193, 2.791, 5.090)  0.12
H (4.951, 1.041, 1.455)  0.13
H (3.766, 0.976, 2.859)  0.10
H (4.197, 3.903, 2.554)  0.11
H (4.437, 3.208, 0.811)  0.11
H (2.038, 3.831, 0.916)  0.09
H (2.155, 2.007, 0.932)  0.11
H (2.222, 3.047, 3.824)  0.08
H (0.766, 3.819, 3.016)  0.09
H (1.303, 0.705, 2.415)  0.02
H (0.955, 1.132, 4.164)  0.05
H (-2.977, -0.456, 2.158)  0.03
H (-1.550, -0.619, 1.018)  0.03
H (-2.107, -2.492, 3.006)  0.10
H (-1.453, -1.270, 4.204)  0.08
H (0.216, -3.212, 3.233)  0.11
H (0.911, -1.569, 3.639)  0.09
H (1.046, -0.999, 1.076)  0.11
H (-0.101, -2.401, 0.692)  0.13
H (2.041, -3.287, 0.361)  0.11
H (4.473, -1.328, 3.214)  0.07
H (4.553, -3.188, 3.239)  0.09
H (3.098, -2.330, 3.995)  0.07
H (-2.683, 3.527, 1.753)  0.06
H (-2.562, 2.173, 0.522)  0.07
H (-1.851, 1.441, 5.434)  0.06
H (-2.407, 3.058, 4.595)  0.06
H (-3.281, -0.489, 5.110)  0.06
H (-4.922, -0.284, 5.073)  0.07
H (-4.495, 3.038, 5.608)  0.05
H (-5.562, 1.710, 5.588)  0.05
H (-4.429, 2.892, 3.043)  0.06
H (-4.489, 1.306, 2.409)  0.06
C (-5.403, -1.743, -2.852)  -0.11
O (-5.449, -0.571, -3.656)  -0.20
C (-5.894, 0.570, -2.926)  -0.20
C (-4.727, 1.468, -2.533)  -0.20
O (-3.882, 0.827, -1.583)  -0.20
C (-2.696, 0.312, -2.179)  -0.10
H (-4.854, -2.510, -3.399)  0.09
H (-4.894, -1.563, -1.902)  0.09
H (-6.420, -2.100, -2.662)  0.08
H (-6.470, 0.268, -2.044)  0.12
H (-6.562, 1.130, -3.587)  0.12
H (-5.123, 2.367, -2.050)  0.12
H (-4.159, 1.782, -3.415)  0.13
H (-2.012, 1.133, -2.413)  0.09
H (-2.913, -0.258, -3.086)  0.07
H (-2.212, -0.353, -1.460)  0.09
C (-0.002, -0.274, -4.473)  -0.10
O (-1.131, -1.020, -4.913)  -0.21
C (-1.231, -1.064, -6.334)  -0.20
C (-0.742, -2.400, -6.883)  -0.20
O (0.661, -2.560, -6.686)  -0.20
C (0.958, -3.416, -5.590)  -0.11
H (0.138, -0.462, -3.408)  0.09
H (0.908, -0.566, -5.001)  0.08
H (-0.187, 0.795, -4.622)  0.09
H (-0.686, -0.230, -6.790)  0.13
H (-2.290, -0.949, -6.582)  0.12
H (-0.915, -2.420, -7.964)  0.12
H (-1.297, -3.233, -6.437)  0.12
H (0.758, -4.455, -5.865)  0.08
H (0.380, -3.151, -4.701)  0.08
H (2.019, -3.313, -5.355)  0.09
C (7.331, -5.030, -2.395)  -0.11
O (8.080, -4.822, -1.206)  -0.20
C (9.100, -3.838, -1.372)  -0.20
C (8.684, -2.501, -0.768)  -0.20
O (7.602, -1.921, -1.489)  -0.19
C (6.353, -2.093, -0.824)  -0.12
H (6.447, -5.617, -2.142)  0.09
H (7.007, -4.087, -2.841)  0.08
H (7.933, -5.591, -3.118)  0.08
H (9.365, -3.724, -2.429)  0.12
H (9.984, -4.203, -0.841)  0.12
H (9.526, -1.805, -0.844)  0.12
H (8.433, -2.611, 0.293)  0.13
H (6.295, -1.423, 0.036)  0.08
H (6.208, -3.126, -0.498)  0.08
H (5.556, -1.836, -1.523)  0.09
C (-7.426, -2.768, 1.155)  -0.10
O (-7.051, -3.443, -0.041)  -0.21
C (-6.939, -4.852, 0.144)  -0.20
C (-8.160, -5.581, -0.404)  -0.20
O (-9.328, -5.282, 0.359)  -0.20
C (-10.167, -4.334, -0.289)  -0.11
H (-7.704, -1.746, 0.895)  0.09
H (-8.278, -3.249, 1.642)  0.08
H (-6.576, -2.739, 1.844)  0.09
H (-6.776, -5.096, 1.199)  0.13
H (-6.056, -5.177, -0.416)  0.12
H (-7.993, -6.660, -0.317)  0.12
H (-8.314, -5.348, -1.463)  0.12
H (-10.689, -4.809, -1.124)  0.08
H (-9.600, -3.472, -0.650)  0.08
H (-10.906, -3.984, 0.433)  0.09
C (3.540, 5.806, -3.996)  -0.12
O (2.409, 6.539, -3.546)  -0.20
C (1.597, 5.786, -2.642)  -0.19
C (1.838, 6.207, -1.198)  -0.19
O (3.153, 5.855, -0.768)  -0.20
C (4.036, 6.968, -0.763)  -0.12
H (4.219, 6.499, -4.494)  0.08
H (4.071, 5.332, -3.167)  0.08
H (3.223, 5.042, -4.714)  0.08
H (1.765, 4.711, -2.770)  0.13
H (0.556, 5.997, -2.900)  0.12
H (1.138, 5.666, -0.554)  0.09
H (1.656, 7.279, -1.066)  0.13
H (3.805, 7.621, 0.084)  0.09
H (3.976, 7.536, -1.695)  0.08
H (5.055, 6.594, -0.650)  0.09

As for the LUMO energy: 2.08 eV. Its molar mass is 884.8 g/mol. The net charge is -1.